(1)
The following is a DFT calculation (ωB97M-V with the def2-TZVPD basis set) of a 6-piece molecular cluster, C38H38FN7 overall.

The geometry in XYZ format:
```
84
Properties=species:S:1:pos:R:3:mulliken_charge:R:1
C 0.091 -2.076 2.991 -0.77
C 0.215 -1.221 1.590 0.25
C 1.511 -0.170 1.478 -0.40
C 1.772 0.807 0.166 -0.25
C 0.707 0.688 -1.075 -0.58
C -0.578 -0.358 -0.958 -0.76
C -0.879 -1.324 0.332 0.80
C -2.184 -2.340 0.487 -0.50
C -3.520 -1.835 -0.318 0.14
C -4.256 -3.170 -0.994 -0.09
N -4.814 -4.169 -1.645 -0.49
C -4.607 -1.006 0.588 1.17
C -3.997 0.287 1.394 -1.00
F -5.614 -0.444 -0.389 -0.33
C -5.463 -1.981 1.639 -0.06
N -6.290 -2.687 2.379 -0.47
H 0.115 -1.387 3.966 0.31
H 1.034 -2.799 3.105 0.15
H -0.853 -2.786 3.038 0.23
H 2.303 -0.062 2.358 0.11
H 2.654 1.571 0.066 0.41
H 0.803 1.361 -2.047 0.35
H -1.304 -0.371 -1.903 0.20
H -2.497 -2.534 1.601 0.20
H -1.806 -3.389 0.062 0.41
H -3.245 -1.138 -1.244 0.20
H -2.829 0.330 1.450 0.24
H -4.329 1.275 0.811 0.28
H -4.382 0.354 2.522 0.30
C -2.660 3.790 -4.758 -0.12
C -2.677 3.621 -3.377 -0.77
C -1.874 2.634 -2.828 0.05
N -1.077 1.822 -3.556 -0.22
C -1.083 2.009 -4.894 -0.29
C -1.848 2.970 -5.534 -0.51
H -3.275 4.554 -5.224 0.36
H -3.299 4.243 -2.744 0.36
H -1.850 2.466 -1.755 0.38
H -0.436 1.342 -5.456 0.39
H -1.812 3.077 -6.613 0.36
C 7.354 -0.368 -1.184 -0.17
C 7.343 1.022 -1.151 -0.78
C 6.216 1.657 -0.654 0.09
N 5.123 1.003 -0.203 0.04
C 5.163 -0.346 -0.250 -0.07
C 6.245 -1.070 -0.725 -0.81
H 8.221 -0.901 -1.565 0.38
H 8.192 1.598 -1.502 0.38
H 6.160 2.740 -0.604 0.17
H 4.271 -0.848 0.117 0.38
H 6.223 -2.154 -0.737 0.38
C 4.194 4.396 3.178 -0.40
C 4.485 3.902 1.911 0.43
C 4.255 4.723 0.819 -0.23
N 3.759 5.977 0.912 -0.56
C 3.485 6.428 2.156 -0.31
C 3.684 5.684 3.307 -0.34
H 4.362 3.782 4.058 0.41
H 4.882 2.902 1.777 -0.09
H 4.469 4.385 -0.191 0.39
H 3.086 7.437 2.204 0.34
H 3.448 6.098 4.281 0.37
C 5.604 -0.701 5.963 -0.16
C 4.549 -1.607 5.929 -0.64
C 3.766 -1.659 4.787 -0.09
N 3.964 -0.877 3.703 -0.14
C 4.995 -0.006 3.766 0.07
C 5.834 0.117 4.862 -0.77
H 6.240 -0.632 6.840 0.38
H 4.343 -2.258 6.771 0.37
H 2.933 -2.353 4.710 0.27
H 5.131 0.613 2.884 0.28
H 6.648 0.834 4.857 0.37
C -9.243 -3.845 -3.630 -0.37
C -9.693 -4.455 -4.796 -0.29
C -8.895 -5.429 -5.376 -0.22
N -7.701 -5.817 -4.877 -0.55
C -7.290 -5.205 -3.746 -0.21
C -8.018 -4.225 -3.091 -0.25
H -9.841 -3.078 -3.146 0.35
H -10.642 -4.181 -5.242 0.35
H -9.204 -5.937 -6.285 0.35
H -6.326 -5.534 -3.366 0.44
H -7.640 -3.768 -2.183 0.40
```

Values from the calculation:
Highest occupied orbital energy = -8.226 eV
2S+1 = 1
Total energy = -53155.3464 eV
Frontier orbital gap = 0.312 Ha

***

(2)
The following is a DFT calculation (ωB97M-V with the def2-TZVPD basis set) of C9H12BFNNiO3S as an isolated structure.

The geometry in XYZ format:
```
29
Properties=species:S:1:pos:R:3:mulliken_spin:R:1
O 0.629 -2.657 0.821 0.00
B 0.668 -1.242 0.382 0.01
C 2.086 -0.621 -0.197 0.13
C 3.370 -0.464 0.859 0.46
C 4.736 0.204 0.247 0.22
N 4.981 0.693 -1.153 -0.03
C 3.822 0.500 -2.090 0.25
C 2.346 -0.128 -1.755 -0.12
O 0.349 -0.242 1.462 0.06
C -0.552 0.778 0.827 0.00
C -1.572 -0.326 0.099 0.00
S -2.456 -1.139 1.546 0.00
C -2.819 0.234 -0.806 0.00
C -3.759 1.330 0.030 0.02
F -5.052 0.715 0.490 0.01
O -0.495 -1.122 -0.568 0.00
H 0.377 -3.184 -0.012 0.00
H 3.272 -0.823 1.992 0.00
H 5.634 0.345 1.021 0.01
H 3.994 0.844 -3.221 0.01
H 1.498 -0.227 -2.576 0.00
H -1.011 1.398 1.720 0.00
H 0.026 1.380 -0.021 0.00
H -2.570 -2.528 1.376 0.00
H -3.540 -0.682 -1.028 0.00
H -2.473 0.639 -1.858 0.00
H -3.189 1.701 1.012 0.00
H -3.948 2.313 -0.620 0.00
Ni -4.352 2.310 2.021 0.97
```

Values from the calculation:
Highest occupied orbital energy (spin up / spin down) = -11.401 / -11.337 eV
2S+1 = 3
Total energy = -72413.8971 eV
Charge = +1
Frontier orbital gap (spin up / spin down) = 0.210 / 0.182 Ha

***

(3)
The following is a DFT calculation (ωB97M-V with the def2-TZVPD basis set) of an isolated molecule of C5H8O.

The geometry in XYZ format:
```
14
Properties=species:S:1:pos:R:3:mulliken_charge:R:1
C -1.265 -0.711 -0.610 -1.35
C -0.379 0.524 -0.607 0.24
C -0.041 1.295 0.635 -0.78
C 1.008 0.423 -0.002 0.05
C 1.305 -0.900 0.628 -0.24
O 1.966 -1.763 0.103 -0.48
H -1.574 -1.003 0.400 0.29
H -2.170 -0.552 -1.203 0.38
H -0.726 -1.557 -1.046 0.31
H -0.426 1.117 -1.519 0.35
H -0.454 0.959 1.588 0.23
H 0.083 2.372 0.558 0.27
H 1.835 0.865 -0.553 0.40
H 0.837 -1.069 1.627 0.34
```

Values from the calculation:
Energy above the lowest of the compared OMol25 structures with the same formula, charge and spin = 29.21 kcal per mole
Highest occupied orbital energy = -9.810 eV
2S+1 = 1
Total energy = -7360.9887 eV
Frontier orbital gap = 0.400 Ha